No. 1
{
  "formula": "C54H45F9",
  "method": "the ωB97M-V functional and the def2-TZVPD basis",
  "de_lowest_ev": 3.558,
  "homo_energy_ev": -9.03,
  "energy_ha": -2983.36796,
  "smiles": "Fc1ccccc1.Fc1ccccc1.Fc1ccccc1.Fc1ccccc1.Fc1ccccc1.Fc1ccccc1.Fc1ccccc1.Fc1ccccc1.Fc1ccccc1",
  "homo_lumo_gap_ev": 9.68,
  "total_charge": 0,
  "e_lumo_ev": 0.6,
  "species": ["F", "C", "C", "C", "C", "C", "C", "H", "H", "H", "H", "H", "F", "C", "C", "C", "C", "C", "C", "H", "H", "H", "H", "H", "F", "C", "C", "C", "C", "C", "C", "H", "H", "H", "H", "H", "F", "C", "C", "C", "C", "C", "C", "H", "H", "H", "H", "H", "F", "C", "C", "C", "C", "C", "C", "H", "H", "H", "H", "H", "F", "C", "C", "C", "C", "C", "C", "H", "H", "H", "H", "H", "F", "C", "C", "C", "C", "C", "C", "H", "H", "H", "H", "H", "F", "C", "C", "C", "C", "C", "C", "H", "H", "H", "H", "H", "F", "C", "C", "C", "C", "C", "C", "H", "H", "H", "H", "H"],
  "coordinates": [[16.182, -19.210, -14.164], [17.487, -18.890, -14.080], [18.531, -19.723, -14.548], [19.789, -19.318, -14.613], [20.125, -17.988, -14.186], [19.102, -17.102, -13.851], [17.849, -17.626, -13.702], [18.346, -20.766, -14.755], [20.551, -20.016, -14.925], [21.135, -17.611, -14.124], [19.399, -16.073, -13.715], [16.965, -17.081, -13.407], [18.378, -13.580, -8.718], [18.236, -13.992, -7.413], [19.023, -13.425, -6.454], [19.123, -14.008, -5.187], [18.352, -15.148, -4.884], [17.384, -15.625, -5.867], [17.362, -15.026, -7.097], [19.780, -12.701, -6.718], [19.873, -13.711, -4.469], [18.587, -15.602, -3.933], [16.710, -16.445, -5.670], [16.815, -15.443, -7.929], [13.283, -21.082, -10.537], [12.297, -21.848, -9.908], [12.024, -23.111, -10.404], [11.149, -24.021, -9.780], [10.638, -23.656, -8.544], [10.947, -22.412, -7.965], [11.737, -21.439, -8.689], [12.520, -23.366, -11.329], [10.857, -24.983, -10.174], [9.846, -24.185, -8.034], [10.484, -22.219, -7.009], [12.003, -20.487, -8.252], [18.096, -19.735, -6.574], [17.692, -19.417, -7.862], [18.129, -18.203, -8.444], [17.692, -17.879, -9.715], [16.816, -18.739, -10.382], [16.370, -19.915, -9.722], [16.826, -20.312, -8.506], [18.808, -17.488, -8.003], [17.997, -16.945, -10.163], [16.434, -18.387, -11.329], [15.743, -20.630, -10.234], [16.620, -21.281, -8.076], [23.784, -14.381, -9.378], [22.508, -14.617, -9.828], [21.585, -13.591, -10.093], [20.355, -13.854, -10.642], [20.085, -15.144, -11.078], [21.014, -16.126, -10.980], [22.219, -15.907, -10.316], [21.733, -12.583, -9.734], [19.794, -12.936, -10.735], [19.081, -15.487, -11.283], [20.808, -17.174, -11.143], [22.912, -16.704, -10.090], [13.566, -13.581, -9.065], [13.721, -14.710, -8.426], [14.116, -15.882, -9.040], [14.370, -17.024, -8.310], [14.157, -17.068, -6.958], [13.596, -15.954, -6.312], [13.379, -14.748, -7.011], [14.586, -15.704, -9.996], [14.752, -17.846, -8.897], [14.503, -17.915, -6.385], [13.468, -16.062, -5.245], [13.036, -13.868, -6.487], [23.326, -19.937, -8.336], [23.049, -18.792, -7.737], [21.730, -18.480, -7.472], [21.411, -17.230, -6.845], [22.414, -16.333, -6.520], [23.775, -16.628, -6.770], [24.060, -17.912, -7.365], [21.114, -19.284, -7.847], [20.389, -17.127, -6.510], [22.147, -15.421, -6.007], [24.540, -15.980, -6.367], [25.064, -18.290, -7.491], [15.784, -22.891, -9.516], [16.396, -24.081, -9.277], [16.693, -24.392, -7.964], [17.446, -25.538, -7.712], [17.651, -26.454, -8.800], [17.201, -26.143, -10.100], [16.458, -24.959, -10.299], [16.524, -23.625, -7.223], [17.755, -25.829, -6.719], [18.054, -27.438, -8.608], [17.245, -26.930, -10.839], [15.927, -24.707, -11.205], [18.373, -23.867, -4.037], [19.293, -24.104, -5.012], [19.769, -23.024, -5.738], [20.735, -23.180, -6.689], [21.297, -24.473, -6.756], [20.842, -25.596, -6.039], [19.854, -25.362, -5.178], [19.313, -22.085, -5.461], [21.020, -22.348, -7.316], [22.214, -24.570, -7.319], [21.440, -26.496, -6.030], [19.586, -26.103, -4.440]],
  "forces_ev_per_a": [[0.49, -0.33, 0.42], [2.21, -0.18, -1.01], [-3.80, -1.73, 0.44], [3.05, 2.65, 1.09], [-0.64, -0.59, -0.74], [2.01, -0.98, 0.05], [-2.87, 0.47, -0.10], [-0.42, -0.06, -0.35], [0.14, 0.07, 0.03], [0.19, -0.23, -0.39], [-0.49, 0.09, 0.43], [0.14, 0.84, 0.12], [-0.57, -0.23, 1.11], [-0.08, 0.01, -0.20], [1.42, 0.10, 0.38], [-1.07, -1.59, -0.34], [-0.66, 0.71, -1.51], [1.73, 0.78, 2.03], [0.29, 0.05, -1.33], [-0.22, 0.36, -0.20], [-0.01, 0.35, -0.07], [-0.60, -0.40, 0.01], [0.14, -0.12, 0.10], [-0.47, -0.07, 0.11], [-1.61, -0.78, 0.70], [0.45, -0.08, 1.05], [-0.02, -0.52, -0.76], [0.38, 1.10, 0.52], [-0.30, 1.42, 0.35], [0.67, 0.71, -1.95], [-0.20, -1.65, 0.66], [-0.01, -0.16, -0.14], [0.31, 0.07, -0.43], [0.28, -0.66, -0.03], [0.20, 0.49, 0.04], [-0.09, 0.09, -0.01], [-0.08, 0.34, -1.11], [0.26, 0.62, 0.40], [-0.13, -0.98, 0.53], [-0.80, -0.88, -0.30], [-0.19, 0.07, 1.18], [-0.01, 0.29, -2.35], [1.56, 1.11, 1.40], [0.00, -0.34, 0.62], [0.09, 0.00, -0.05], [-0.16, -0.54, -0.17], [-0.25, 0.25, -0.24], [-0.24, 0.19, 0.07], [-1.30, 0.12, 0.17], [-0.05, -0.77, -1.91], [1.30, -0.06, 1.36], [0.86, 0.13, -0.37], [-1.72, 0.47, 0.11], [1.46, -1.18, 1.67], [0.56, 1.40, 0.65], [0.51, 0.08, -0.05], [-0.94, -0.59, -0.21], [-0.19, 0.48, -0.68], [-0.42, 0.02, -0.56], [0.09, -0.10, -0.19], [0.10, 1.01, -0.87], [-1.24, -1.88, 3.92], [0.97, 2.00, -0.31], [0.05, -0.35, -0.68], [-0.31, 0.37, 0.34], [0.68, 0.43, -0.86], [0.69, -1.09, -1.28], [-0.47, -0.59, -0.64], [0.24, -0.30, 0.39], [-0.32, -0.22, 0.06], [-0.28, 0.47, 0.11], [-0.07, 0.10, -0.15], [0.41, -0.82, -0.34], [-0.37, 2.48, 1.04], [0.61, 0.80, -0.02], [0.25, -2.35, -0.63], [0.81, -0.15, -0.09], [-1.37, -2.46, -0.48], [0.30, 1.22, 0.63], [-1.12, 0.37, 0.42], [-0.10, 0.55, -0.13], [0.01, 0.12, 0.01], [0.18, -0.04, -0.36], [0.29, 0.34, -0.07], [-0.09, -0.15, 0.05], [-1.30, 0.51, 0.94], [1.73, 0.33, 0.11], [-0.80, -1.18, -1.66], [-0.47, 1.32, 0.17], [-0.90, -0.06, 1.53], [1.11, -1.21, -0.95], [-0.11, -0.12, 0.26], [-0.03, 0.18, 0.01], [0.35, 0.08, 0.02], [0.08, 0.20, -0.28], [0.32, -0.07, -0.29], [0.31, -0.37, -0.46], [0.92, 0.25, -0.28], [-1.91, 0.38, 1.13], [0.40, -1.83, 0.17], [0.69, 0.30, -0.90], [2.33, 1.86, -1.60], [-2.49, -0.15, 2.95], [0.04, 0.37, -0.37], [0.42, -0.11, 0.07], [-0.07, -0.18, -0.44], [-0.28, -0.17, -0.17], [-0.35, -0.31, -0.07]]
}

No. 2
{
  "formula": "C2H5N3OS",
  "method": "the ωB97M-V functional and the def2-TZVPD basis",
  "de_lowest_ev": 3.863,
  "homo_energy_ev": -8.61,
  "energy_ha": -716.79874,
  "smiles": "O/N=C\\N/C=N\\S",
  "homo_lumo_gap_ev": 9.27,
  "total_charge": 0,
  "e_lumo_ev": 0.7,
  "species": ["C", "C", "H", "H", "H", "H", "H", "N", "N", "N", "O", "S"],
  "coordinates": [[0.436, -1.259, -0.602], [-0.459, 0.848, 0.523], [-0.454, -0.417, -3.993], [1.007, -2.080, -0.278], [1.064, -0.567, 1.203], [-1.178, 1.157, -0.318], [0.093, 1.407, 3.364], [0.041, -1.294, -1.822], [0.341, -0.281, 0.420], [-0.615, 1.543, 1.609], [0.332, 0.901, 2.584], [-0.608, 0.039, -2.690]],
  "forces_ev_per_a": [[-1.36, 2.27, -1.34], [-1.55, 0.60, 0.10], [0.01, -0.09, 1.28], [0.47, -1.19, 0.48], [-2.57, 1.57, -1.74], [1.51, -0.74, 1.17], [0.15, 0.00, 0.24], [0.47, 0.31, 0.19], [2.13, -1.52, 0.72], [1.98, -2.06, -0.38], [-1.33, 1.20, -0.69], [0.09, -0.34, -0.03]]
}

Q: What is the formula in the first record?
A: C54H45F9